[1]
{
  "formula": "C3H6N2",
  "method": "wB97M-V/def2-TZVPD",
  "symbols": ["C", "C", "C", "H", "H", "H", "H", "H", "H", "N", "N"],
  "coordinates": [[-0.983957, -0.493132, -0.332783], [0.884603, 0.902700, -0.287544], [1.171784, -0.435886, 0.326279], [-2.693026, 0.096786, 0.280324], [-1.392139, -1.545444, -0.106687], [0.102246, 1.301385, 0.345351], [1.567645, 1.402504, -0.924743], [0.673207, -0.298664, 1.290998], [2.152181, -0.988395, 0.334429], [-1.730021, 0.480629, 0.003181], [0.247475, -0.422488, -0.928801]],
  "forces_ev_per_angstrom": [[-3.5482, -2.2465, 0.4854], [-0.6504, -3.1001, -0.5626], [0.8735, 0.6994, -0.6601], [1.9626, 0.7393, -0.1868], [0.9762, 1.0946, -0.7597], [0.5022, 1.4281, -0.7254], [0.2559, 0.5698, -0.3218], [0.0660, -1.4476, -0.0813], [-1.2894, 0.6775, -0.4089], [-1.8028, -0.5330, -0.0623], [2.6544, 2.1186, 3.2835]],
  "spin_multiplicity": 1,
  "smiles": "[H]/N=C/N1CC1",
  "largest_force_ha_per_bohr": 0.0919,
  "lumo_ev": 1.12,
  "e_above_lowest_kcal_mol": 68.3
}

---

[2]
{
  "formula": "C5H5NO",
  "method": "wB97M-V/def2-TZVPD",
  "symbols": ["N", "C", "C", "O", "C", "C", "C", "H", "H", "H", "H", "H"],
  "coordinates": [[-2.568556, -0.453371, 1.492927], [-1.455470, -0.185282, 1.303140], [-0.046202, 0.148091, 1.043477], [0.768513, -0.990166, 0.742977], [1.138504, -0.405266, -0.543417], [0.023002, -0.403693, -1.505104], [0.266734, 0.746690, -0.294532], [0.356595, 0.748356, 1.862978], [2.197191, -0.435620, -0.758822], [-0.469829, 0.621131, -1.580080], [-0.759039, -1.111559, -1.237940], [0.533241, 1.775725, -0.527008]],
  "forces_ev_per_angstrom": [[1.5703, 0.4071, -0.2697], [-1.4601, -0.3635, 0.3369], [0.0139, -0.0116, 0.3523], [0.0435, -0.3377, 0.0588], [0.4037, 0.2932, -0.0655], [-0.6000, 0.4867, 0.7747], [0.2641, 0.2054, 0.6003], [0.0441, -0.2277, 0.1386], [-0.0339, -0.1055, -0.0677], [0.3185, -0.2647, -1.9530], [-0.0679, 0.1231, 0.1234], [-0.4962, -0.2047, -0.0292]],
  "spin_multiplicity": 1,
  "smiles": "N#C[C@H]1O[C@H]2C[C@H]21",
  "largest_force_ha_per_bohr": 0.0388,
  "lumo_ev": 0.73,
  "e_above_lowest_kcal_mol": 117.3
}

---

Respective Kohn-Sham gap values: 0.4087 0.3827 Ha.
Respective highest occupied orbital energy values: -10.002 -9.688 eV.
Respective electronic energy values: -6185.58368 -8798.33322 eV.